(1)
{"formula": "FH3P2S2", "method": "ωB97M-V/def2-TZVPD", "symbols": ["F", "P", "P", "S", "S", "H", "H", "H"], "coordinates": [[-1.17853, 0.93442, -1.34895], [1.50265, 0.01531, -1.29526], [-0.10066, 0.75805, 0.00627], [0.11009, 2.25051, 1.23643], [-1.83074, -1.62342, 0.96282], [0.96444, -1.20460, -1.24285], [2.58836, -0.33038, -0.46192], [-2.05560, -0.79988, 2.14347]], "e_homo_ev": [-9.055, -9.059], "e_above_lowest_ev": 2.816, "largest_force_ev_per_a": 3.53, "gap_ha": [0.2320, 0.2322], "mol_weight_g_mol": 148.10}

***

(2)
{"formula": "C35H67N6NbO6PS2", "method": "ωB97M-V/def2-TZVPD", "symbols": ["C", "C", "O", "O", "C", "Nb", "N", "O", "C", "C", "N", "C", "C", "C", "S", "C", "S", "N", "C", "C", "C", "C", "C", "C", "C", "C", "C", "C", "C", "C", "P", "C", "C", "H", "H", "H", "H", "H", "H", "H", "H", "H", "H", "H", "H", "H", "H", "H", "H", "H", "H", "H", "H", "H", "H", "H", "H", "H", "H", "H", "H", "H", "H", "H", "H", "H", "H", "C", "C", "C", "O", "C", "N", "H", "H", "H", "H", "H", "H", "H", "H", "H", "H", "H", "C", "C", "C", "O", "C", "N", "H", "H", "H", "H", "H", "H", "H", "H", "H", "H", "H", "C", "C", "C", "O", "C", "N", "H", "H", "H", "H", "H", "H", "H", "H", "H", "H", "H"], "coordinates": [[3.39780, -5.78329, 1.43638], [2.31762, -5.41627, 0.46035], [2.10737, -6.10138, -0.50315], [1.62977, -4.33680, 0.78386], [1.22820, -3.46928, -0.32790], [2.82940, -1.83322, -0.69255], [4.37176, -0.40307, -0.98957], [4.03060, -2.59851, 0.76117], [3.70619, -3.37980, -2.14580], [4.77156, -2.89875, -3.08420], [5.62191, -3.65527, -3.65020], [1.75258, -0.62555, 0.90852], [1.19094, 0.76102, 0.52374], [-0.21823, 0.84805, -0.07924], [-1.22101, -0.60365, 0.20418], [-2.60724, -0.32747, -0.79775], [-2.92953, 1.12841, -1.47314], [-3.52870, -1.39815, -0.98156], [-4.24089, -1.73766, 0.21333], [-3.97411, -2.90804, 0.91744], [-4.70356, -3.23884, 2.05418], [-5.71712, -2.40138, 2.50384], [-5.96823, -1.21942, 1.81770], [-5.24082, -0.89475, 0.67903], [-3.15280, -2.49551, -1.81976], [-1.86036, -2.82750, -2.19279], [-1.64311, -3.91777, -3.02741], [-2.68712, -4.69095, -3.50644], [-3.98482, -4.36857, -3.12382], [-4.20479, -3.28617, -2.29032], [1.51456, -0.79791, -2.60455], [1.71557, -1.74090, -4.19564], [2.08290, 0.89317, -3.10168], [3.55042, -5.00816, 2.17634], [3.08041, -6.69056, 1.94579], [4.31070, -5.95285, 0.88369], [0.30127, -3.00305, -0.00779], [0.97722, -4.05386, -1.21235], [5.26124, -0.87692, -0.83733], [4.42636, -0.06514, -1.94518], [4.69118, -1.92396, 0.95964], [2.89389, -3.86084, -2.68936], [4.15313, -4.17519, -1.54829], [4.86372, -1.84572, -3.33637], [5.44943, -4.61381, -3.34701], [2.53830, -0.44257, 1.63901], [1.02455, -1.24139, 1.44045], [1.92997, 1.24193, -0.11149], [1.17463, 1.36732, 1.43116], [-0.17437, 1.07512, -1.13938], [-0.73291, 1.69747, 0.36058], [-3.19755, -3.57844, 0.58277], [-4.48055, -4.16291, 2.56057], [-6.28846, -2.68322, 3.37249], [-6.75493, -0.56936, 2.16435], [-5.46119, 0.02097, 0.15322], [-1.02066, -2.25479, -1.83990], [-0.63865, -4.17047, -3.32678], [-2.53528, -5.52608, -4.17048], [-4.83810, -4.93353, -3.46380], [-5.21288, -3.04388, -1.99098], [1.08904, -1.26011, -4.94344], [1.46259, -2.78246, -4.06679], [2.74065, -1.62696, -4.53950], [1.25793, 1.49780, -3.46577], [2.63472, 1.40689, -2.32267], [2.76248, 0.78129, -3.94887], [2.41487, -2.04289, 4.61224], [3.87496, -1.60280, 4.61610], [4.45182, -1.36214, 6.01839], [4.04855, -0.14892, 6.62973], [2.78563, -0.18505, 7.26344], [4.00829, -0.43493, 3.74708], [1.73673, -1.21189, 4.80948], [2.15273, -2.44658, 3.63401], [2.23377, -2.82010, 5.35918], [4.45745, -2.41479, 4.17022], [5.53963, -1.29166, 5.93125], [4.23709, -2.21001, 6.68328], [2.59029, -1.16201, 7.71550], [1.98108, 0.06272, 6.56695], [2.79209, 0.56905, 8.05162], [4.99120, -0.19769, 3.64060], [3.61386, 0.37189, 4.22392], [-5.24487, 5.80405, -5.29427], [-4.69358, 4.85778, -4.23181], [-3.16362, 4.72706, -4.25294], [-2.65842, 3.91394, -5.29393], [-2.51324, 4.54987, -6.54636], [-5.35860, 3.55851, -4.36092], [-5.23529, 5.35335, -6.28647], [-6.28003, 6.05996, -5.06768], [-4.67035, 6.73232, -5.33383], [-4.96087, 5.27409, -3.25588], [-2.85617, 4.23644, -3.32610], [-2.67736, 5.71220, -4.27017], [-2.22173, 5.59889, -6.43422], [-3.43024, 4.48543, -7.13840], [-1.72684, 4.02624, -7.09023], [-5.07050, 2.96108, -3.58957], [-4.97265, 3.10083, -5.18238], [-0.30363, 6.49727, 3.69824], [-0.97793, 5.22496, 3.19466], [-0.28303, 3.93383, 3.65021], [0.90297, 3.62525, 2.94988], [2.07167, 4.27865, 3.40260], [-1.10612, 5.30001, 1.73655], [0.60855, 6.72127, 3.14583], [-0.97171, 7.34979, 3.57506], [-0.05167, 6.41817, 4.75809], [-1.98787, 5.20308, 3.61568], [-0.96086, 3.09955, 3.45008], [-0.09624, 3.94216, 4.73319], [2.05961, 4.42033, 4.48781], [2.20958, 5.24281, 2.90615], [2.91996, 3.64587, 3.14145], [-1.65047, 4.50772, 1.40574], [-0.18311, 5.14760, 1.33826]], "e_homo_ev": -4.321, "total_charge": -1, "largest_force_ev_per_a": 2.89, "gap_ha": 0.2314, "mol_weight_g_mol": 855.97}

***

(3)
{"formula": "C6H14O3Pm", "method": "ωB97M-V/def2-TZVPD", "symbols": ["H", "C", "O", "C", "H", "H", "H", "H", "Pm", "C", "O", "C", "C", "O", "C", "H", "H", "H", "H", "H", "H", "H", "H", "H"], "coordinates": [[0.64944, 1.26038, -1.22390], [-1.00747, 1.32493, -3.19073], [-0.98396, 2.29566, -2.22285], [-1.41266, 1.93340, -0.91870], [-2.00713, 0.92189, -3.41875], [-0.34689, 1.60792, -4.01806], [-1.78478, 2.83680, -0.41458], [-2.29347, 1.32834, -1.21560], [0.08823, -0.66365, -2.36568], [-1.19388, 0.70252, 0.47096], [-0.74374, -0.51006, -0.11038], [-0.53871, -1.62667, 0.77674], [0.89368, -1.78813, 1.22346], [1.25143, -0.74808, 2.09072], [2.63949, -0.53278, 2.16567], [-2.24485, 0.51424, 0.71556], [-0.48707, 1.13839, 1.18089], [-0.83836, -2.51026, 0.19918], [-1.21137, -1.49994, 1.63558], [1.56445, -1.82412, 0.34383], [0.97871, -2.76716, 1.73066], [2.81200, 0.30928, 2.84556], [3.16020, -1.42952, 2.54264], [3.05674, -0.27338, 1.17778]], "e_homo_ev": [-16.384, -16.395], "e_above_lowest_ev": 6.051, "total_charge": 2, "largest_force_ev_per_a": 5.07, "spin_multiplicity": 6, "gap_ha": [0.2343, 0.2240], "mol_weight_g_mol": 279.18}

***

(4)
{"formula": "C3H9NO", "method": "ωB97M-V/def2-TZVPD", "symbols": ["C", "N", "H", "H", "H", "C", "C", "O", "H", "H", "H", "H", "H", "H"], "coordinates": [[2.29379, 1.45453, 0.32900], [1.33357, 1.82904, -0.42293], [2.18989, 0.51577, 0.81054], [3.41809, 1.73175, 0.34077], [1.35826, 2.88749, -0.72936], [-1.59146, -1.79278, 0.37103], [-0.86168, -0.65048, -0.36497], [-1.40121, 0.67454, -0.15401], [-1.75659, -1.58849, 1.50668], [-0.99572, -2.72712, 0.35797], [-2.54480, -2.02154, -0.14752], [0.11450, -0.71524, -0.06902], [-0.88706, -0.90131, -1.45447], [-0.66957, 1.30384, -0.37372]], "e_homo_ev": -9.644, "e_above_lowest_ev": 2.488, "largest_force_ev_per_a": 3.24, "smiles": "C=N.CCO", "gap_ha": 0.3797, "mol_weight_g_mol": 75.11}

***

Number 2 is which compound? C35H67N6NbO6PS2

***

Please write out number 1 again, unchanged.
{"formula": "FH3P2S2", "method": "ωB97M-V/def2-TZVPD", "symbols": ["F", "P", "P", "S", "S", "H", "H", "H"], "coordinates": [[-1.17853, 0.93442, -1.34895], [1.50265, 0.01531, -1.29526], [-0.10066, 0.75805, 0.00627], [0.11009, 2.25051, 1.23643], [-1.83074, -1.62342, 0.96282], [0.96444, -1.20460, -1.24285], [2.58836, -0.33038, -0.46192], [-2.05560, -0.79988, 2.14347]], "e_homo_ev": [-9.055, -9.059], "e_above_lowest_ev": 2.816, "largest_force_ev_per_a": 3.53, "gap_ha": [0.2320, 0.2322], "mol_weight_g_mol": 148.10}